No. 1
72
Properties=species:S:1:pos:R:3:lowdin_charge:R:1 method="wB97M-V/def2-TZVPD" e_tot_ha=-1782.1411 homo_lumo_gap_ev=8.44 e_above_lowest_kj_mol=0.00 e_homo_ha=-0.31364
C 2.38 -3.73 1.31 -0.13
O 1.61 -2.57 1.55 -0.25
C 2.20 -1.33 1.19 -0.22
C 3.16 -1.33 0.02 -0.19
C 3.45 0.10 -0.46 -0.18
C 2.78 0.48 -1.81 -0.20
C 1.88 1.70 -1.68 -0.21
C 0.47 1.33 -1.18 -0.22
C -0.13 2.41 -0.31 -0.20
C -1.59 2.17 0.15 -0.19
C -2.39 1.19 -0.71 -0.21
C -3.88 1.15 -0.37 -0.18
C -4.30 -0.11 0.40 -0.15
C -3.96 -1.36 -0.39 -0.17
C -4.53 -1.63 -1.60 -0.02
C -4.17 -2.79 -2.35 -0.07
C -3.23 -3.67 -1.88 -0.03
C -2.63 -3.41 -0.63 -0.36
N -1.69 -4.15 -0.02 -0.23
S -1.32 -3.43 1.34 1.05
N -2.30 -2.15 1.28 -0.21
C -2.98 -2.26 0.13 -0.33
H 3.38 -3.66 1.73 0.09
H 2.42 -3.99 0.26 0.09
H 1.88 -4.54 1.83 0.08
H 1.37 -0.67 0.94 0.10
H 2.70 -0.87 2.05 0.13
H 2.77 -1.90 -0.82 0.11
H 4.10 -1.79 0.32 0.11
H 4.52 0.26 -0.58 0.07
H 3.09 0.83 0.26 0.10
H 3.55 0.65 -2.55 0.08
H 2.19 -0.36 -2.18 0.10
H 1.78 2.14 -2.67 0.11
H 2.34 2.47 -1.06 0.11
H -0.12 1.13 -2.07 0.11
H 0.57 0.41 -0.61 0.09
H -0.09 3.37 -0.82 0.11
H 0.48 2.47 0.58 0.11
H -2.16 3.09 0.21 0.10
H -1.56 1.74 1.16 0.11
H -1.93 0.21 -0.63 0.10
H -2.28 1.48 -1.75 0.11
H -4.18 2.04 0.18 0.11
H -4.45 1.18 -1.30 0.10
H -3.77 -0.11 1.34 0.08
H -5.36 -0.10 0.60 0.12
H -5.27 -0.93 -1.97 0.11
H -4.65 -2.94 -3.30 0.10
H -2.94 -4.54 -2.45 0.11
N 6.20 1.16 -2.49 0.06
C 6.59 1.39 -3.74 -0.15
C 7.82 1.91 -4.09 -0.07
C 8.72 2.21 -3.08 -0.08
C 8.34 1.98 -1.76 -0.07
C 7.08 1.46 -1.53 -0.15
H 5.86 1.14 -4.51 0.10
H 8.08 2.07 -5.13 0.10
H 9.69 2.62 -3.30 0.11
H 9.00 2.20 -0.94 0.10
H 6.74 1.26 -0.51 0.10
N -6.50 -0.52 3.97 0.06
C -7.02 0.49 4.66 -0.16
C -6.26 1.51 5.21 -0.08
C -4.89 1.48 5.04 -0.08
C -4.33 0.43 4.32 -0.07
C -5.18 -0.54 3.81 -0.17
H -8.10 0.48 4.78 0.10
H -6.74 2.31 5.77 0.10
H -4.26 2.26 5.46 0.10
H -3.27 0.37 4.16 0.10
H -4.79 -1.37 3.24 0.10

No. 2
73
Properties=species:S:1:pos:R:3:lowdin_charge:R:1 method="wB97M-V/def2-TZVPD" e_tot_ha=-3770.5954 homo_lumo_gap_ev=5.27 e_above_lowest_kj_mol=0.00 e_homo_ha=-0.20842
Zn 0.08 0.03 5.75 0.59
C -1.15 1.81 5.21 -0.15
C -1.46 0.80 4.30 -0.14
C -0.94 0.73 2.87 -0.18
C 0.34 -0.13 2.74 -0.16
C 1.31 0.00 3.89 -0.15
C 1.62 1.18 4.57 -0.14
C 1.10 2.56 4.21 -0.17
C -0.18 2.95 4.99 -0.16
C 1.45 -1.17 6.75 -0.25
H -1.81 1.93 6.06 0.11
H -2.33 0.19 4.52 0.12
H -0.76 1.74 2.49 0.10
H -1.72 0.29 2.24 0.11
H 0.05 -1.19 2.68 0.12
H 0.85 0.10 1.79 0.12
H 1.97 -0.85 4.03 0.11
H 2.49 1.15 5.22 0.11
H 0.92 2.61 3.13 0.10
H 1.87 3.29 4.43 0.12
H 0.11 3.33 5.97 0.12
H -0.69 3.78 4.47 0.13
H 1.36 -1.07 7.83 -0.03
H 2.48 -0.94 6.45 -0.05
H 1.25 -2.22 6.50 -0.03
P 1.42 -1.20 -2.90 1.03
P -1.65 -0.52 -2.45 1.01
N 2.84 -0.20 -2.72 -0.28
N 1.98 -2.49 -3.91 -0.27
N -1.76 1.19 -2.22 -0.27
N -3.30 -0.97 -2.81 -0.28
C 0.52 -0.19 -4.16 -0.38
C -0.97 -0.56 -4.17 -0.39
C 3.10 0.45 -1.51 -0.16
C 4.09 1.38 -1.73 -0.10
C 4.45 1.32 -3.11 -0.09
C 3.66 0.35 -3.70 -0.14
C 2.23 -3.76 -3.37 -0.15
C 2.75 -4.56 -4.36 -0.10
C 2.82 -3.77 -5.55 -0.09
C 2.35 -2.51 -5.25 -0.15
C -1.69 1.74 -0.94 -0.15
C -1.89 3.10 -1.03 -0.09
C -2.09 3.40 -2.42 -0.09
C -2.01 2.23 -3.12 -0.15
C -4.25 -0.31 -3.58 -0.14
C -5.28 -1.19 -3.83 -0.10
C -4.95 -2.43 -3.22 -0.10
C -3.73 -2.28 -2.60 -0.16
H 0.99 -0.38 -5.13 0.06
H 0.62 0.88 -3.94 0.08
H -1.56 0.14 -4.77 0.06
H -1.09 -1.56 -4.61 0.09
H 2.56 0.17 -0.63 0.09
H 4.52 2.03 -0.97 0.09
H 5.21 1.90 -3.61 0.09
H 3.63 -0.01 -4.71 0.10
H 2.01 -3.95 -2.33 0.10
H 3.03 -5.59 -4.25 0.09
H 3.17 -4.09 -6.52 0.10
H 2.24 -1.64 -5.88 0.09
H -1.50 1.10 -0.09 0.08
H -1.88 3.80 -0.21 0.09
H -2.26 4.38 -2.84 0.10
H -2.09 2.04 -4.18 0.10
H -4.11 0.72 -3.85 0.09
H -6.18 -0.95 -4.38 0.09
H -5.55 -3.33 -3.22 0.09
H -3.13 -2.97 -2.03 0.10
C -1.19 -0.39 7.22 -0.28
H -1.10 -1.46 7.53 -0.01
H -2.24 -0.23 6.91 -0.03
H -0.96 0.26 8.09 -0.02

No. 3
76
Properties=species:S:1:pos:R:3:lowdin_charge:R:1 method="wB97M-V/def2-TZVPD" e_tot_ha=-13382.7070 charge=+1 homo_lumo_gap_ev=6.35 e_above_lowest_kj_mol=0.00 e_homo_ha=-0.39005
Tc 0.20 -0.01 0.05 0.84
Se 3.81 0.37 -3.78 0.04
Sb 3.57 1.07 -1.55 -0.04
Se 2.56 -0.88 0.23 0.70
Se 1.13 1.87 -1.10 0.20
Se 5.00 1.91 0.10 0.01
C -5.18 -3.54 -0.07 -0.02
C -3.91 -2.74 -0.10 -0.24
C -3.55 -1.97 -1.20 0.01
C -2.37 -1.25 -1.18 -0.14
N -1.55 -1.24 -0.13 -0.10
C -1.89 -1.98 0.94 -0.12
C -3.04 -2.73 0.99 0.01
H -5.70 -3.49 -1.02 0.09
H -5.84 -3.18 0.71 0.10
H -4.96 -4.59 0.15 0.10
H -4.17 -1.94 -2.08 0.13
H -2.07 -0.67 -2.04 0.09
H -1.21 -1.95 1.78 0.11
H -3.25 -3.31 1.88 0.13
C -3.24 1.08 1.18 -0.23
As -1.71 1.71 0.19 1.07
C -2.48 2.38 -1.45 -0.25
C -1.18 3.29 1.22 -0.30
C -2.23 4.36 1.18 -0.32
C -2.21 5.32 0.17 -0.06
C -3.19 6.30 0.11 -0.07
C -4.20 6.34 1.06 -0.08
C -4.21 5.40 2.09 -0.07
C -3.23 4.42 2.14 -0.06
H -3.92 1.91 1.33 0.03
H -2.91 0.69 2.14 0.04
H -3.76 0.29 0.63 0.02
H -3.26 3.11 -1.22 0.04
H -2.91 1.56 -2.02 0.03
H -1.71 2.86 -2.05 0.02
H -0.23 3.63 0.81 0.05
H -1.01 2.92 2.23 0.08
H -1.42 5.30 -0.58 0.12
H -3.17 7.04 -0.68 0.11
H -4.96 7.11 1.02 0.11
H -4.98 5.44 2.85 0.11
H -3.23 3.71 2.96 0.11
C 1.31 -0.95 3.49 -0.06
C 0.85 0.42 3.03 -0.49
C 1.96 1.44 2.85 -0.06
O -0.01 0.34 1.87 -0.45
H 2.05 -1.38 2.82 0.03
H 1.77 -0.85 4.47 0.10
H 0.46 -1.63 3.59 0.08
H 0.16 0.81 3.79 0.14
H 2.74 1.10 2.17 0.00
H 2.42 1.64 3.82 0.10
H 1.56 2.38 2.47 0.07
C 2.40 -3.16 -2.03 -0.05
C 1.00 -2.90 -1.43 -0.54
C 0.44 -4.24 -0.93 -0.05
C 1.10 -1.97 -0.19 -0.59
C 0.13 -2.30 -2.53 -0.21
C -0.88 -3.00 -3.18 -0.03
C -1.61 -2.40 -4.20 -0.07
C -1.36 -1.09 -4.58 -0.07
C -0.35 -0.38 -3.94 -0.07
C 0.40 -1.00 -2.94 -0.13
H 3.06 -3.60 -1.28 0.09
H 2.84 -2.24 -2.40 0.03
H 2.31 -3.85 -2.87 0.10
H 1.07 -4.62 -0.12 0.10
H 0.44 -4.98 -1.72 0.09
H -0.58 -4.13 -0.55 0.08
H 0.82 -2.51 0.72 0.04
H -1.10 -4.02 -2.91 0.11
H -2.37 -2.97 -4.71 0.11
H -1.93 -0.63 -5.37 0.11
H -0.10 0.63 -4.24 0.11
H 1.25 -0.48 -2.54 -0.03

| no. | lowest unoccupied orbital energy (eV) |
| --- | --- |
| 1 | -0.09 |
| 2 | -0.41 |
| 3 | -4.27 |